1.
ORCA calculation (ωB97M-V with the def2-TZVPD basis set) on 3 unconnected molecules or ions with the total composition C21H42F3O8S4.

Each line ends with the Mulliken charge.
Positions of all 78 atoms, in Å:
S (0.019, 1.678, 6.853)  1.027
S (-1.324, 2.290, 1.049)  1.150
S (3.185, -0.001, -0.098)  -0.134
S (2.696, -3.502, -2.827)  0.119
F (2.939, -0.982, -6.270)  -0.257
F (4.069, -2.787, -6.574)  -0.276
F (5.038, -0.947, -6.404)  -0.259
O (-2.327, -0.758, -2.255)  -0.216
O (-4.133, 1.565, -3.203)  -0.299
O (4.997, -0.790, -3.938)  -0.599
O (0.372, -2.408, -2.617)  -0.099
O (0.266, 1.656, 5.429)  -0.539
O (0.865, 2.422, 7.746)  -0.685
O (-2.008, 1.060, 0.729)  -0.590
O (-2.025, 3.542, 1.160)  -0.688
C (0.042, 2.504, -0.091)  -0.283
C (-1.584, -0.169, 7.917)  -0.626
C (4.026, -1.643, -5.957)  0.686
C (3.863, -2.695, -0.364)  -0.733
C (-3.693, -0.466, -1.976)  -0.658
C (-3.907, 1.010, -1.925)  -0.273
C (-0.321, 2.058, 2.519)  -0.686
C (-1.888, -1.988, -1.760)  -0.496
C (2.850, -1.911, -3.704)  -0.657
C (-0.135, -0.014, 7.437)  -0.632
C (1.067, -3.418, -1.988)  -0.492
C (1.197, 2.966, 0.793)  -0.798
C (-5.488, 2.936, -4.585)  -1.198
C (4.464, -1.264, -0.472)  -0.604
C (-1.687, 2.138, 7.127)  -0.685
C (4.194, -1.833, -4.426)  -0.086
C (-4.947, 2.710, -3.178)  -0.228
C (1.138, 2.093, 2.053)  -0.315
C (-2.443, 0.814, 7.110)  -0.534
C (-1.031, -2.663, -2.816)  -0.748
C (4.045, -3.556, -1.616)  -0.648
H (-2.740, -2.629, -1.535)  0.454
H (1.472, 1.080, 1.810)  -0.023
H (-4.787, 3.470, -5.210)  0.298
H (2.036, -1.929, -4.414)  0.605
H (0.582, -0.177, 8.237)  0.331
H (1.060, 4.014, 1.064)  0.348
H (4.913, -3.180, -2.149)  0.439
H (2.842, -2.615, -0.022)  0.374
H (-3.974, -0.840, -0.995)  0.489
H (-6.417, 3.492, -4.539)  0.365
H (-4.738, 1.207, -1.249)  0.482
H (0.617, -4.401, -2.094)  0.509
H (-1.321, -1.871, -0.832)  0.231
H (-1.294, -2.183, -3.750)  0.365
H (0.085, -0.676, 6.601)  0.347
H (-1.928, -1.195, 7.801)  0.335
H (-5.809, 2.590, -2.523)  0.329
H (4.403, -3.202, 0.428)  0.434
H (-3.018, 1.482, -1.484)  -0.079
H (4.928, -1.094, -1.435)  0.219
H (5.183, -1.135, 0.319)  0.437
H (4.277, -4.588, -1.401)  0.595
H (1.146, -3.209, -0.920)  0.289
H (-1.649, 0.079, 8.978)  0.303
H (-4.402, 3.613, -2.892)  0.260
H (-2.007, 2.832, 6.352)  0.381
H (-4.325, -0.912, -2.744)  0.273
H (-0.232, 3.223, -0.859)  0.561
H (4.762, -2.751, -4.297)  0.389
H (-1.746, 2.615, 8.105)  0.350
H (2.459, 0.041, -1.233)  0.127
H (4.482, -0.221, -3.352)  0.387
H (2.655, -1.074, -3.046)  0.061
H (0.249, 1.532, -0.541)  -0.094
H (-5.724, 1.977, -5.027)  0.316
H (2.154, 2.874, 0.279)  0.393
H (-2.546, 0.456, 6.082)  0.265
H (-1.270, -3.717, -2.943)  0.481
H (1.789, 2.471, 2.839)  0.391
H (-0.540, 2.871, 3.206)  0.275
H (-0.577, 1.109, 2.979)  0.400
H (-3.442, 0.920, 7.530)  0.349

Computed properties:
- F_max (eV/A) = 2.10
- charge = +1
- HOMO energy (hartree) = -0.41078
- 2S+1 = 1
- HOMO-LUMO gap (eV) = 8.241



2.
ORCA calculation (ωB97M-V with the def2-TZVPD basis set) on a molecular structure, C21H42GaN2O2P.

Each line ends with the Mulliken charge.
Positions of all 69 atoms, in Å:
Ga (-1.213, -2.673, -1.108)  0.103
P (-1.441, -4.665, 0.204)  0.268
O (-7.540, 1.509, -1.098)  -0.605
O (-1.959, -5.836, -0.592)  -0.666
N (-4.158, 0.697, 0.903)  -0.171
N (3.211, 1.042, -0.232)  0.470
C (2.072, -0.499, 1.231)  -1.087
C (-7.705, -2.158, -1.078)  -0.432
C (3.862, 1.219, -1.584)  -0.699
C (-3.635, 1.003, -0.431)  -0.693
C (3.238, -0.385, 0.266)  -0.654
C (-6.376, -0.103, 0.285)  0.640
C (3.643, 2.045, 0.801)  -0.886
C (1.022, 0.485, 0.700)  0.846
C (5.226, 0.555, -1.828)  -0.499
C (5.641, 0.644, 2.934)  -1.446
C (5.999, 1.124, 1.529)  -0.258
C (-2.511, -1.336, -0.272)  -0.637
C (5.126, 2.279, 1.043)  -0.837
C (-6.815, -2.474, -0.053)  -0.604
C (-7.941, -0.831, -1.401)  -0.401
C (1.705, 1.251, -0.422)  -0.857
C (-2.501, 0.038, -0.924)  -0.317
C (-6.164, -1.441, 0.615)  -0.473
C (6.426, 1.500, -1.974)  -1.290
C (-5.595, 0.951, 1.020)  -1.145
C (-7.288, 0.198, -0.725)  0.293
H (5.129, 0.031, -2.779)  0.549
H (4.192, -0.612, 0.727)  0.438
H (0.660, 1.147, 1.486)  0.460
H (5.866, 1.411, 3.676)  0.422
H (0.332, -2.118, -1.105)  -0.186
H (-8.197, -2.965, -1.597)  0.381
H (-5.847, 0.912, 2.080)  0.399
H (1.443, 0.809, -1.380)  0.354
H (5.167, 3.064, 1.805)  0.574
H (5.564, 2.739, 0.156)  0.307
H (0.163, -0.039, 0.296)  -1.134
H (7.036, 1.467, 1.529)  0.433
H (-2.366, -4.405, 1.264)  0.004
H (-2.688, -0.095, -1.988)  0.357
H (5.438, -0.226, -1.101)  0.315
H (5.974, 0.284, 0.836)  0.123
H (6.217, -0.244, 3.193)  0.380
H (-8.623, -0.592, -2.203)  0.421
H (1.702, -1.521, 1.276)  0.592
H (-2.314, -1.298, 0.798)  0.504
H (-3.211, 2.012, -0.405)  0.352
H (-3.503, -1.759, -0.420)  0.351
H (-1.619, -3.089, -2.590)  -0.341
H (3.218, 2.992, 0.469)  0.330
H (-1.536, 0.540, -0.831)  -0.214
H (3.875, 2.290, -1.785)  0.569
H (3.087, -1.018, -0.608)  0.641
H (2.373, -0.226, 2.244)  0.155
H (4.583, 0.386, 3.024)  0.230
H (6.922, 1.697, -1.024)  0.225
H (-6.609, -3.496, 0.218)  0.418
H (-3.704, 1.287, 1.585)  0.239
H (3.162, 0.766, -2.281)  0.361
H (3.137, 1.776, 1.727)  0.598
H (7.177, 1.051, -2.623)  0.368
H (-0.255, -4.987, 0.937)  -0.004
H (1.489, 2.316, -0.448)  0.418
H (-5.448, -1.681, 1.385)  0.352
H (-8.137, 1.897, -0.455)  0.323
H (6.135, 2.453, -2.416)  0.350
H (-5.875, 1.950, 0.673)  0.375
H (-4.441, 0.956, -1.155)  0.250

Computed properties:
- F_max (eV/A) = 1.03
- HOMO energy (hartree) = -0.23634
- 2S+1 = 1
- HOMO-LUMO gap (eV) = 6.079



3.
ORCA calculation (ωB97M-V with the def2-TZVPD basis set) on 2 unconnected molecules or ions with the total composition C21H42N4O4P.

Each line ends with the Mulliken charge.
Positions of all 72 atoms, in Å:
P (-2.191, -2.687, 0.039)  0.027
O (-4.653, -3.818, 3.665)  -0.398
O (-2.250, -4.260, 0.565)  -0.418
O (-3.698, -2.166, -0.426)  -0.478
O (0.317, -1.213, -0.125)  -0.276
N (-0.232, -2.427, 3.112)  0.049
N (0.606, 2.895, 1.826)  -0.621
N (6.552, -0.819, 2.701)  -0.620
N (-0.333, 0.475, -1.714)  -0.372
C (-0.087, -0.319, -0.961)  0.503
C (-1.105, 1.927, -4.902)  -0.986
C (1.702, -1.088, 3.210)  -1.854
C (5.363, -1.871, 0.822)  -0.544
C (-0.056, -0.915, 1.222)  0.898
C (-1.526, -1.565, 1.451)  -0.095
C (6.637, -1.902, 1.695)  -0.749
C (0.915, 1.508, 1.451)  -0.672
C (1.665, -2.910, 1.572)  -1.509
C (-1.464, -2.294, 2.754)  -0.299
C (-3.694, 3.400, -3.940)  -0.696
C (-2.289, 3.574, -3.358)  -0.432
C (-0.292, 0.547, 1.634)  -1.206
C (-3.973, 5.784, -4.797)  -1.182
C (2.897, -2.345, 0.813)  -0.847
C (0.750, -1.821, 2.192)  0.725
C (-4.014, 4.298, -5.135)  -0.395
C (-2.552, -2.832, 3.666)  -0.799
C (-1.146, 3.347, -4.348)  -0.482
C (-3.834, -3.346, 2.985)  -0.258
C (4.259, -2.819, 1.379)  -0.792
H (0.322, 2.884, 2.800)  0.270
H (5.613, -2.175, -0.204)  0.396
H (-3.146, -4.631, 0.460)  0.396
H (-5.015, 4.048, -5.497)  0.357
H (1.144, -0.321, 3.772)  0.456
H (-0.259, 1.808, -5.581)  0.381
H (4.263, -2.825, 2.477)  0.450
H (2.055, -3.494, 2.421)  0.688
H (1.216, 1.521, 0.393)  0.444
H (2.052, -1.813, 3.953)  0.544
H (2.849, -1.251, 0.720)  0.404
H (-0.201, 3.550, -3.836)  0.352
H (-2.090, -3.592, 4.308)  0.452
H (-3.330, 4.089, -5.962)  0.241
H (-1.157, 1.006, 1.134)  0.519
H (6.506, 0.062, 2.195)  0.217
H (-2.262, -0.757, 1.607)  0.898
H (6.733, -2.877, 2.188)  0.414
H (-0.022, -2.888, 3.993)  0.420
H (-2.192, 4.577, -2.932)  0.343
H (-2.858, -2.003, 4.327)  0.386
H (-2.980, 6.097, -4.469)  0.281
H (-0.121, 3.275, 1.230)  0.304
H (4.436, -3.820, 0.965)  0.323
H (-0.538, 0.551, 2.710)  0.536
H (7.521, -1.761, 1.052)  0.378
H (-3.841, 2.356, -4.234)  0.316
H (-4.058, -3.258, 1.905)  0.486
H (-1.207, 4.063, -5.172)  0.321
H (1.808, 1.229, 2.019)  0.230
H (-4.687, 6.023, -4.006)  0.292
H (2.828, -2.717, -0.220)  0.497
H (4.935, -0.860, 0.768)  0.337
H (-2.173, 2.879, -2.519)  0.140
H (7.433, -0.824, 3.210)  0.238
H (-2.011, 1.685, -5.461)  0.303
H (-4.231, 6.380, -5.674)  0.379
H (-4.424, 3.592, -3.146)  0.370
H (2.525, -0.565, 2.721)  0.268
H (1.045, -3.582, 0.959)  0.272
H (-0.996, 1.203, -4.095)  0.109
H (-3.753, -1.201, -0.325)  0.369

Computed properties:
- F_max (eV/A) = 3.94
- charge = +1
- ΔE to the lowest compared entry with this formula, charge and spin (eV) = 0.000
- HOMO energy (hartree) = -0.42513
- 2S+1 = 1
- HOMO-LUMO gap (eV) = 7.566



> What is the F_max in the third record?

3.94 eV/A



> Which of these has the highest F_max?

C21H42N4O4P



> Among the records above, which one has the lowest F_max?

C21H42GaN2O2P